{
  "formula": "C38H114N12O11P4S7",
  "method": "ωB97M-V/def2-TZVPD",
  "orbital_gap_ha": 0.312,
  "lumo_energy_ha": 0.00690,
  "e_above_lowest_ev": 6.569,
  "energy_ha": -7153.40131,
  "symbols": ["S", "S", "S", "S", "S", "S", "S", "P", "P", "P", "P", "O", "O", "O", "O", "O", "O", "O", "O", "O", "O", "O", "N", "N", "N", "N", "N", "N", "N", "N", "N", "N", "N", "N", "C", "C", "C", "C", "C", "C", "C", "C", "C", "C", "C", "C", "C", "C", "C", "C", "C", "C", "C", "C", "C", "C", "C", "C", "C", "C", "C", "C", "C", "C", "C", "C", "C", "C", "C", "C", "C", "C", "H", "H", "H", "H", "H", "H", "H", "H", "H", "H", "H", "H", "H", "H", "H", "H", "H", "H", "H", "H", "H", "H", "H", "H", "H", "H", "H", "H", "H", "H", "H", "H", "H", "H", "H", "H", "H", "H", "H", "H", "H", "H", "H", "H", "H", "H", "H", "H", "H", "H", "H", "H", "H", "H", "H", "H", "H", "H", "H", "H", "H", "H", "H", "H", "H", "H", "H", "H", "H", "H", "H", "H", "H", "H", "H", "H", "H", "H", "H", "H", "H", "H", "H", "H", "H", "H", "H", "H", "H", "H", "H", "H", "H", "H", "H", "H", "H", "H", "H", "H", "H", "H", "H", "H", "H", "H", "H", "H", "H", "H", "H", "H", "H", "H"],
  "xyz": [[-4.79683, -2.96509, -11.49188], [-4.73743, -1.95208, 6.50042], [-2.39822, -10.09569, 5.21542], [-7.93420, -5.44677, -3.86385], [7.63430, -2.47728, -2.50144], [-6.75379, 5.21908, -8.87147], [-0.70683, -8.38850, -6.31950], [1.10619, 5.34883, 8.04392], [-0.41632, 7.16743, -6.70018], [4.85936, -2.99635, 7.33930], [-0.78199, -1.48500, -2.34080], [-4.81500, -1.68607, 4.98483], [3.56132, -2.38476, 7.76671], [-5.23948, -2.29363, -10.19452], [-1.87939, -7.97908, -7.20221], [-3.49278, -9.11387, 5.63575], [-0.12730, 6.02661, 7.61627], [-9.20293, -6.25409, -3.49502], [-0.21242, 6.28809, -7.90007], [0.24959, -2.50304, -2.49329], [7.88632, -3.78138, -1.73826], [-7.25894, 5.51527, -10.31010], [6.16717, -1.92142, 7.33850], [-0.22367, 8.84673, -7.04582], [0.66797, 6.87129, -5.36084], [4.94907, -3.67050, 5.70682], [-1.94819, 7.10857, -5.82291], [1.69036, 4.30177, 6.85014], [5.31291, -4.20149, 8.37375], [-1.36328, -0.88757, -3.84758], [2.53471, 6.28657, 8.37106], [-0.18801, -0.11770, -1.50991], [-2.15541, -2.00482, -1.47112], [0.94698, 4.43157, 9.45801], [6.30858, -4.13538, 5.10903], [7.60781, -2.31546, 7.52110], [-1.17329, -7.71749, -4.61783], [2.07249, 3.55184, 9.97180], [-4.36648, -4.72909, -11.11981], [-0.78226, 9.49566, -8.23405], [-8.14742, 5.90126, -7.87135], [-3.06984, -2.42910, -11.60440], [-0.18980, 4.62693, 10.39780], [-7.16917, -6.15319, -5.38432], [-2.40099, -1.50445, -4.71004], [9.23941, -2.45767, -3.49338], [-3.35943, -1.19237, -1.32829], [0.46715, 7.45623, -4.07277], [1.00855, 9.42595, -6.50275], [-2.05861, -3.11929, -0.49684], [-0.99757, 1.07496, -1.24898], [-2.95980, -2.18528, 6.85099], [2.20079, 4.81186, 5.57954], [-2.37996, 5.88562, -5.18769], [-1.45952, -9.09706, 3.98349], [1.17117, 2.95120, 6.76355], [-5.04876, -0.34007, 7.32991], [8.05207, -0.98081, -1.45549], [0.73981, -7.35114, -6.76337], [-0.44676, -0.18243, -4.63864], [3.89724, 5.88550, 8.18099], [3.79080, -4.32708, 5.15635], [-8.63452, -3.94061, -4.61570], [1.20642, -0.03029, -1.03735], [-7.09949, 3.43464, -8.42038], [5.12664, -5.60164, 7.98189], [5.44427, -3.86909, 9.79614], [2.35980, 7.70998, 8.16880], [5.99943, -0.48159, 6.87414], [1.84479, 5.97424, -5.57904], [-1.12052, -10.10800, 6.56160], [-2.57968, 8.29952, -5.29002], [-4.27414, -1.77062, -1.19769], [-3.61659, 8.24584, -5.62172], [1.53064, -7.25196, -6.01983], [-1.75825, 5.64292, -4.32591], [-2.16873, 9.20358, -5.73935], [6.97225, -3.32680, 4.80269], [10.11963, -2.53846, -2.85558], [9.21289, -3.33436, -4.14053], [0.80013, 10.49455, -6.45020], [2.72234, 3.99092, 10.72878], [-2.34024, 8.35797, -4.22825], [1.88056, 8.11527, 9.05997], [3.56115, -4.04080, 4.13000], [4.92787, -0.30120, 6.95965], [-0.63373, -9.75090, 3.70301], [7.74803, -3.39155, 7.62338], [6.60178, 0.25637, 7.40395], [-0.27817, -10.61989, 6.09627], [1.79038, 9.07991, -7.17884], [-4.96875, -0.48936, 8.40668], [2.63526, 3.19398, 9.10963], [-2.02489, 0.87099, -1.55081], [1.35769, 1.02683, -0.81889], [-2.01956, -8.87186, 3.07587], [6.48785, -3.55666, 9.83401], [1.83887, -0.24975, -1.89754], [-9.56019, -4.15986, -5.14783], [2.27565, 5.75549, -4.60201], [2.92963, 4.12804, 5.14447], [-3.44950, 5.83335, -4.98405], [-2.12104, -8.20943, -4.39906], [7.29576, -0.84784, -0.68191], [-7.97371, -3.30813, -5.20848], [-1.42973, -10.68333, 7.43423], [8.08288, -1.78158, 8.34412], [-0.03662, 8.41607, -4.18699], [-6.40404, -5.46275, -5.73924], [-3.22438, -1.89202, -4.11011], [-3.36522, -0.58110, -0.42584], [8.16102, -1.90854, 6.67465], [-3.21140, -1.37560, -11.36312], [-0.79060, 0.66605, -5.23020], [-6.59533, 2.70920, -9.05885], [5.72069, -6.17553, 8.69312], [-5.03039, -5.10479, -10.34124], [-7.96824, -6.05979, -6.11975], [-1.07677, -8.14923, 4.36193], [-0.61159, 10.55762, -8.41077], [-8.17870, 3.28203, -8.40946], [1.57373, -0.75538, -0.31111], [-1.50722, -2.69213, 0.34077], [0.48465, 0.13419, -4.16925], [-2.75419, -0.79074, -5.45434], [2.66134, 5.79394, 5.68677], [-3.53954, -0.48743, -2.13991], [8.00900, -0.05389, -2.02738], [-8.80097, -3.32116, -3.73441], [5.54993, -5.79075, 6.99540], [3.84920, -5.41536, 5.17379], [-0.77284, -9.12704, 6.88555], [0.15788, 2.99225, 6.36396], [9.34126, -1.53106, -4.05828], [-6.84008, -7.18052, -5.22811], [-1.85227, 9.31277, -8.13537], [2.92735, -3.94889, 5.70367], [-0.97238, 5.19176, 9.89122], [-0.55941, 8.92968, -9.13855], [1.63827, 7.81643, 7.35876], [6.19773, -4.70171, 4.18433], [1.38636, 4.82382, 4.85521], [-3.41843, -4.65911, -10.58650], [-1.20135, -6.63117, -4.70277], [-0.85896, 1.38541, -0.21336], [1.42301, 7.67053, -3.59476], [-0.53482, 1.85263, -1.85660], [-3.07527, -3.43665, -0.26489], [2.67451, 6.39869, -6.14429], [-4.25403, 0.36653, 7.09069], [-4.48876, -5.39317, -11.97546], [5.21039, -4.75920, 10.38019], [-0.73909, 3.69802, 10.55112], [-2.73969, -2.62592, -12.62438], [0.49415, -6.30045, -6.91765], [1.71137, 2.64621, 10.45916], [-6.84891, 3.23596, -7.37834], [-9.05342, 5.66349, -8.42878], [1.18624, -7.87305, -7.60978], [4.49769, 6.26462, 9.00792], [8.97213, -1.23482, -0.92910], [-7.99071, 6.97981, -7.85453], [-2.28907, -1.52071, 6.30641], [4.08118, 4.81156, 8.21134], [0.15397, 5.05545, 11.33924], [-2.63329, -3.22093, 6.75658], [4.09155, -5.93127, 8.07141], [-0.05567, -0.87408, -5.38482], [-2.76533, -1.99171, 7.90590], [3.35975, 8.09487, 7.96862], [6.30166, -0.46606, 5.82700], [-6.00272, 0.05121, 6.97642], [-2.35084, -2.88746, -10.92539], [1.78592, 2.33681, 6.10574], [1.12497, 2.49697, 7.75332], [-2.11170, 5.08725, -5.87960], [-0.19848, 6.80559, -3.50558], [4.28252, 6.32717, 7.26198], [-0.39284, -7.98949, -3.90718], [6.90442, -4.73059, 5.80097], [4.70203, -3.13186, 10.10215], [-1.51860, -3.96425, -0.92408], [-1.99331, -2.29305, -5.34249], [-8.05322, 5.59280, -6.83016], [1.52499, 5.04954, -6.05943], [1.33856, 9.16940, -5.49608]],
  "forces_ev_per_angstrom": [[0.348, -0.017, 2.051], [0.287, 0.527, -2.320], [-1.023, 2.962, 0.761], [-1.750, -1.044, 0.019], [2.390, -1.307, 0.282], [-1.806, -0.013, -1.787], [-1.321, 0.800, 0.339], [2.491, -1.366, 0.348], [-0.449, 0.530, 1.394], [0.594, 0.399, -1.216], [-1.657, 1.573, 0.323], [0.022, -0.314, 2.255], [1.069, -0.234, -1.285], [0.118, -1.028, -1.341], [1.510, -0.270, 0.787], [1.028, -1.609, -0.226], [0.182, 0.732, 0.717], [2.281, 1.107, -0.807], [-0.424, 0.729, 1.947], [0.724, -0.782, 0.365], [-0.852, 1.956, -0.297], [1.084, -0.906, 2.446], [0.858, 0.682, 0.781], [0.270, -1.111, 1.777], [0.374, -0.945, -3.339], [1.741, 0.142, 0.715], [1.510, 0.670, -1.740], [0.892, -0.251, 0.960], [-0.221, -0.473, -1.100], [-1.842, -0.233, 1.757], [-2.007, -0.771, -0.536], [-0.216, -1.403, 0.083], [-0.198, -0.078, -1.666], [0.188, -0.918, 0.401], [-1.046, 0.841, 0.752], [-1.138, 0.881, -0.487], [1.063, -0.233, -1.308], [-1.062, 0.481, -0.784], [-0.586, 0.510, 0.995], [-1.174, -1.826, -0.113], [1.244, 0.274, -0.117], [-0.370, 0.190, -0.613], [0.165, -0.415, -1.404], [-1.118, 0.776, 0.036], [0.511, -0.103, 0.682], [-0.749, 0.606, 0.123], [-0.138, 0.390, 0.443], [-0.645, 0.214, -0.232], [-0.105, 0.262, -0.712], [0.495, 1.070, -0.856], [1.054, -0.644, -0.613], [0.265, 0.255, 1.054], [-0.506, -0.205, 0.256], [1.317, -0.790, -1.034], [0.702, -0.819, 0.111], [-0.535, 0.273, 0.086], [1.128, -0.268, -0.134], [-0.520, -1.037, 0.370], [0.085, 0.212, 0.463], [2.328, 0.130, -1.539], [0.409, -0.466, 0.368], [-0.639, 0.332, -0.017], [0.419, 0.482, 0.590], [-0.168, -0.070, -1.939], [-0.572, 0.476, 0.194], [0.592, 0.343, 0.810], [-0.058, -0.432, -0.936], [-0.674, -0.426, 0.259], [-0.447, -2.316, -0.140], [-0.715, 0.444, 0.513], [0.290, -0.174, -0.806], [0.609, 0.043, -0.815], [0.125, -0.554, -0.381], [-0.349, 0.235, 0.898], [-0.188, -0.736, 0.519], [-0.355, 0.165, 0.675], [0.105, -0.147, -0.068], [-0.360, 0.518, 0.299], [-0.379, -0.088, 0.452], [-0.225, 0.169, 0.002], [0.697, 0.198, -0.466], [0.072, 0.621, -0.254], [-0.858, 0.139, 0.338], [0.361, 0.613, 0.018], [0.447, 0.132, -0.269], [0.150, 0.445, -0.039], [0.275, 0.159, -0.178], [-0.117, 0.177, -0.052], [-0.082, -0.338, 0.436], [0.162, -0.137, 0.108], [0.672, 0.923, 0.024], [-0.514, -0.120, 0.030], [0.265, 0.262, 0.143], [0.176, 0.491, 0.283], [0.324, -0.236, 0.580], [-0.476, -0.368, 0.328], [-0.145, 0.255, 1.245], [0.285, 0.124, -0.153], [0.109, -0.191, 0.155], [-0.201, -0.225, 0.097], [0.292, -0.100, 0.301], [0.110, 0.260, 0.053], [0.086, 0.300, 0.015], [-0.255, -0.400, -0.078], [0.345, -0.527, -0.290], [-0.390, -0.003, -0.289], [-0.365, -0.149, 0.556], [-0.083, 0.067, 0.159], [0.357, -0.209, 0.364], [0.059, 0.037, -0.116], [0.366, 0.179, 0.332], [0.087, -0.478, -0.466], [0.500, 0.090, -0.355], [-0.701, 0.196, 0.354], [0.009, 0.380, -0.130], [-0.029, -0.291, -0.056], [-0.497, 0.288, -0.157], [-0.039, -0.583, -0.130], [-0.156, -0.187, 0.456], [0.385, -0.140, 0.665], [-0.073, 0.022, -0.622], [-0.662, 0.288, 0.606], [-0.248, -0.655, 0.601], [-0.292, 0.101, 0.703], [-0.204, 0.434, 0.398], [-0.205, -0.017, -0.014], [0.285, -0.273, -0.283], [0.543, -0.251, -0.296], [-0.585, -0.071, 0.016], [-0.353, 0.000, 0.046], [-0.105, -0.192, 0.240], [-0.408, 0.177, -0.261], [-0.236, -0.375, -0.181], [-0.186, -0.066, -0.224], [-0.001, 0.264, 0.028], [-0.352, 0.545, -0.172], [-0.121, -0.401, 0.238], [0.399, 0.723, 0.170], [0.562, 0.154, -0.209], [0.302, 0.752, -0.274], [-0.682, -0.161, 0.215], [-0.142, 0.478, -0.203], [0.241, -0.559, -0.655], [-0.423, -0.093, 0.050], [-0.561, -0.126, 0.158], [-0.066, -0.255, 0.238], [-0.512, 0.530, -0.188], [0.165, 0.078, 0.302], [-0.198, 0.345, -0.318], [-0.016, -0.008, -0.375], [0.600, 0.242, -0.070], [0.440, -0.024, 0.076], [0.488, -0.463, 0.416], [0.120, 0.385, -0.078], [-0.534, -0.205, -0.632], [-0.648, 0.017, -0.131], [0.595, 0.353, 0.033], [0.012, -0.197, 0.374], [-0.206, 0.423, -0.241], [0.140, 0.273, 0.090], [0.232, 0.416, -0.327], [-0.072, 0.019, -0.289], [-0.426, 0.029, -0.388], [-0.397, -0.002, -0.344], [-0.229, 0.117, -0.034], [-0.468, -0.029, -0.591], [-0.129, -0.073, -0.242], [0.155, -0.198, -0.505], [-0.290, 0.229, 0.247], [-0.436, 0.673, -0.041], [-0.080, 0.283, -0.191], [0.024, -0.295, 0.206], [-0.474, -0.107, 0.260], [0.102, 0.037, 0.049], [-0.001, -0.061, -0.133], [-0.398, -0.299, -0.120], [0.272, 0.121, 0.710], [0.334, -0.239, -0.252], [-0.083, -0.155, 0.016], [-0.221, -0.188, 0.165], [0.344, 0.338, -0.082], [0.092, 0.158, 0.026], [0.241, -0.442, 0.230], [-0.414, -0.411, -0.106], [0.098, 0.053, 0.023], [-0.610, -0.376, -0.171]],
  "mulliken_charge": [0.471, 0.486, 0.487, 0.490, 0.495, 0.525, 0.461, 0.435, 0.381, 0.326, 0.386, -0.612, -0.821, -0.612, -0.596, -0.605, -0.833, -0.623, -0.831, -0.922, -0.605, -0.636, 0.246, 0.352, 0.302, 0.137, 0.190, 0.381, 0.347, 0.364, 0.161, 0.229, 0.297, 0.249, -0.924, -1.143, -0.794, -1.035, -0.788, -1.010, -0.923, -0.919, -1.093, -0.862, -1.053, -0.913, -1.237, -1.306, -1.166, -0.993, -1.035, -0.876, -1.045, -0.890, -0.879, -1.140, -0.872, -0.884, -0.884, -1.161, -1.093, -1.081, -0.917, -1.051, -0.895, -1.082, -1.115, -1.101, -1.011, -1.097, -0.869, -1.096, 0.353, 0.385, 0.359, 0.237, 0.327, 0.253, 0.309, 0.306, 0.389, 0.277, 0.331, 0.286, 0.364, 0.289, 0.332, 0.347, 0.323, 0.319, 0.322, 0.342, 0.328, 0.284, 0.418, 0.317, 0.276, 0.330, 0.323, 0.439, 0.320, 0.315, 0.312, 0.318, 0.353, 0.312, 0.313, 0.480, 0.326, 0.294, 0.385, 0.413, 0.318, 0.347, 0.316, 0.464, 0.311, 0.293, 0.287, 0.312, 0.307, 0.253, 0.327, 0.277, 0.375, 0.316, 0.433, 0.335, 0.298, 0.320, 0.342, 0.299, 0.322, 0.349, 0.319, 0.348, 0.360, 0.356, 0.323, 0.352, 0.376, 0.347, 0.235, 0.209, 0.325, 0.485, 0.443, 0.348, 0.283, 0.284, 0.317, 0.476, 0.341, 0.338, 0.307, 0.335, 0.332, 0.332, 0.287, 0.350, 0.291, 0.312, 0.302, 0.251, 0.298, 0.322, 0.254, 0.395, 0.319, 0.426, 0.324, 0.306, 0.330, 0.350, 0.342, 0.329, 0.202, 0.522, 0.339, 0.311, 0.317, 0.260, 0.329, 0.330, 0.291, 0.371]
}